[1]
Computed, not measured: a molecular structure, C61H69BrF4Ge2NO2PY in a non-equilibrium geometry, with ωB97M-V with the def2-TZVPD basis set.

As for the expectation value of S²: 0.756. As for the spin multiplicity: 2. For the energy above the lowest of the compared OMol25 structures with the same formula, charge and spin, the calculation gives 0.000 eV. As for the charge: +2. For the HOMO energy (alpha / beta), the calculation gives -12.74 / -12.74 eV. The molar mass is 1269.224 g mol⁻¹.

XYZ file:
```
142
Properties=species:S:1:pos:R:3:forces:R:3
Y 0.239437 0.766064 -0.801969 0.95 0.78 -1.91
C 0.955714 -3.066070 5.761835 0.06 -0.02 -0.08
C 1.507986 -3.589613 4.424229 0.06 -0.13 0.13
C 2.951605 -4.079374 4.630068 -0.11 0.04 -0.05
C 0.658476 -4.780322 3.975325 0.06 0.09 0.02
C 1.474692 -2.451034 3.420567 -0.21 -0.15 -0.18
C 0.659695 -2.450528 2.332409 0.01 -0.15 0.14
C 0.626764 -1.329393 1.462020 0.15 0.31 -0.10
N -0.200345 -1.130075 0.425321 -0.23 -0.65 0.41
C -1.296575 -1.793846 0.036094 0.10 0.21 -0.17
C -2.001225 -2.794278 0.756769 -0.14 -0.25 0.05
C -3.000785 -3.492248 0.155523 0.22 0.02 0.33
C -3.316372 -3.179452 -1.202863 0.05 0.18 -0.09
C -2.772788 -2.148385 -1.925936 -0.10 0.00 -0.25
C -1.774535 -1.364636 -1.278349 -0.04 -0.29 0.32
O -1.241142 -0.301723 -1.790435 -0.91 -1.06 -0.50
C -3.211648 -1.848800 -3.363348 -0.02 0.08 -0.09
C -1.996782 -1.907069 -4.304350 -0.04 0.04 0.11
C -4.238096 -2.871207 -3.856553 0.06 0.04 0.08
C -3.859558 -0.456771 -3.437516 0.04 -0.14 0.03
C -3.784050 -4.587653 0.860614 -0.13 -0.07 0.05
C -3.349703 -4.758227 2.317988 0.01 0.04 -0.13
C -5.281450 -4.238298 0.839201 0.10 0.03 -0.01
C -3.548999 -5.914307 0.120433 0.02 0.05 0.02
C 1.573889 -0.230571 1.639703 -0.09 -0.55 0.39
O 1.539667 0.738299 0.778149 0.95 -0.32 1.35
C 2.434425 -0.248779 2.776067 0.11 0.24 -0.05
C 2.320766 -1.319298 3.626133 -0.03 0.10 -0.08
C 3.417604 0.895065 3.048744 0.01 0.12 0.03
C 4.362362 1.084289 1.852466 -0.11 -0.05 0.03
C 2.639857 2.196398 3.315618 0.06 -0.11 -0.04
C 4.279715 0.598604 4.278256 -0.07 0.04 -0.04
H 0.965620 -3.871761 6.496662 0.00 0.02 0.03
H -0.071883 -2.714251 5.650695 0.00 0.01 0.00
H 1.564890 -2.249213 6.153627 -0.03 0.01 0.02
H 2.947883 -4.915882 5.328834 0.05 0.00 0.01
H 3.593578 -3.304247 5.049567 0.03 -0.02 -0.01
H 3.384284 -4.421974 3.688649 0.03 0.00 0.01
H 0.737010 -5.573561 4.718083 -0.01 -0.01 0.00
H 1.009108 -5.184745 3.023193 -0.04 -0.01 -0.01
H -0.398257 -4.517007 3.890821 -0.01 0.00 -0.03
H 0.069895 -3.317235 2.084960 0.02 0.00 0.07
H -1.768202 -2.947802 1.796841 0.00 -0.05 -0.01
H -4.082541 -3.778617 -1.674273 0.03 0.01 0.01
H -1.455179 -2.846756 -4.174827 -0.01 0.00 -0.04
H -1.316721 -1.076214 -4.124795 0.03 -0.01 -0.01
H -2.329632 -1.848708 -5.341074 -0.01 0.00 0.00
H -3.818196 -3.879004 -3.878924 -0.06 -0.03 0.00
H -4.540445 -2.613364 -4.870796 0.02 0.00 -0.01
H -5.137516 -2.867965 -3.237669 -0.02 -0.04 -0.04
H -3.159424 0.320212 -3.135966 -0.01 0.06 0.02
H -4.741483 -0.422913 -2.795780 -0.02 0.06 -0.02
H -4.176545 -0.252779 -4.461413 0.00 0.00 0.01
H -3.504099 -3.841347 2.891321 0.02 -0.01 0.03
H -2.301144 -5.056567 2.388298 0.00 0.01 0.03
H -3.945071 -5.543824 2.781976 0.00 0.00 0.00
H -5.461954 -3.298211 1.364066 -0.04 -0.01 0.00
H -5.847777 -5.024593 1.338494 -0.02 0.00 -0.01
H -5.666694 -4.144618 -0.177034 -0.03 -0.01 0.01
H -2.488501 -6.173210 0.117638 -0.01 -0.01 -0.02
H -3.896840 -5.872779 -0.912841 0.00 -0.03 0.00
H -4.092399 -6.714939 0.622975 -0.02 0.00 -0.02
H 2.945247 -1.330317 4.508592 -0.02 -0.01 -0.04
H 3.830054 1.419850 0.966773 -0.03 -0.01 -0.08
H 4.876126 0.148601 1.619844 0.04 0.03 -0.02
H 5.114351 1.837983 2.090452 0.02 -0.02 0.04
H 2.055684 2.503935 2.449623 -0.03 0.03 -0.03
H 3.337413 3.002638 3.548585 0.01 -0.02 0.01
H 1.970926 2.072901 4.170444 0.01 0.05 0.01
H 4.834456 -0.335083 4.164888 0.04 0.03 0.04
H 3.683522 0.552536 5.192064 0.03 -0.02 0.02
H 5.002015 1.404948 4.401597 0.01 -0.01 0.02
F 0.979812 4.442719 -7.390989 0.01 0.05 -0.08
C 1.284300 3.699652 -6.351437 0.03 -0.09 0.12
C 2.506794 3.051117 -6.275612 -0.02 0.03 -0.02
F 3.387531 3.187559 -7.247167 0.02 0.01 -0.05
C 2.805742 2.266358 -5.173305 -0.10 0.02 0.15
F 4.008412 1.705567 -5.138568 0.06 -0.10 -0.06
C 1.915303 2.083269 -4.117771 -0.02 -0.05 0.16
P 2.312832 0.945601 -2.707834 0.77 0.28 -1.26
C 2.643451 -0.646203 -3.533214 -0.15 -0.02 0.25
C 3.856878 -1.001212 -4.122521 -0.05 -0.03 0.01
C 3.966733 -2.208799 -4.792065 0.07 0.02 -0.02
C 2.884188 -3.074895 -4.869833 0.00 0.02 0.04
C 1.690630 -2.748006 -4.244963 -0.05 -0.09 -0.05
C 1.572068 -1.541741 -3.574965 0.07 0.13 0.06
C 3.912471 1.591025 -2.140540 -0.10 -0.10 0.24
C 4.852482 0.715303 -1.600586 -0.06 0.05 -0.02
C 6.047975 1.208006 -1.101305 0.05 -0.03 0.02
C 6.296852 2.572368 -1.111141 0.01 -0.02 0.01
C 5.348510 3.447914 -1.621146 0.01 0.08 0.00
C 4.156351 2.963238 -2.134259 -0.03 -0.10 -0.03
C 0.712266 2.780419 -4.209474 0.06 -0.07 0.05
Br -0.578772 2.768812 -2.809210 -0.09 0.11 -0.44
C 0.391020 3.568047 -5.300694 -0.14 -0.08 0.25
F -0.774352 4.204050 -5.341992 0.06 0.05 -0.11
H 4.717761 -0.354089 -4.054930 -0.01 0.08 -0.06
H 4.906232 -2.471696 -5.259845 -0.01 -0.01 0.01
H 2.975852 -4.008225 -5.408840 0.01 -0.01 0.02
H 0.854734 -3.433918 -4.282766 0.00 0.02 0.00
H 0.638117 -1.288176 -3.084848 -0.03 -0.06 -0.09
H 4.655763 -0.349940 -1.583949 0.04 0.01 0.03
H 6.785769 0.524353 -0.702200 0.00 0.00 0.00
H 7.232802 2.953700 -0.725222 -0.01 0.01 0.00
H 5.546084 4.512274 -1.629720 0.00 -0.01 -0.01
H 3.426988 3.649487 -2.550531 0.02 0.02 0.01
C -4.916015 2.098233 -0.791340 0.12 0.25 0.06
Ge -3.678727 3.557372 -0.337707 0.04 -0.22 -0.29
C -3.301621 4.661148 -1.922135 0.02 -0.15 0.21
C -4.326426 4.707098 1.131851 0.22 -0.19 -0.12
Ge -1.514464 2.404740 0.454162 -1.97 2.17 1.73
C -1.925248 1.688539 2.247527 0.22 -0.12 -0.40
C -0.927193 1.304392 3.145887 0.09 0.12 0.02
C -1.248736 0.789561 4.390655 0.02 -0.03 0.06
C -2.579915 0.660182 4.766342 0.03 0.01 -0.05
C -3.584956 1.035910 3.884424 -0.07 -0.01 0.06
C -3.260817 1.521061 2.627989 0.02 -0.04 -0.18
C -0.139976 3.855138 0.621417 0.16 -0.44 -0.20
C 1.115403 3.828227 0.015084 -0.19 -0.04 0.08
C 1.964260 4.921854 0.065156 0.12 0.00 0.01
C 1.551953 6.081280 0.705363 -0.07 0.00 0.00
C 0.299469 6.132706 1.300572 0.03 0.04 0.04
C -0.535124 5.025313 1.269309 -0.18 -0.18 0.03
H -5.812772 2.519512 -1.248422 -0.01 0.01 0.02
H -5.211825 1.510619 0.076502 0.00 0.02 0.00
H -4.438407 1.441941 -1.514693 0.00 -0.03 -0.03
H -4.044038 5.459959 -1.949012 -0.03 -0.02 -0.02
H -3.382534 4.073797 -2.835806 -0.02 0.01 0.00
H -2.315199 5.122399 -1.883256 -0.01 0.01 0.06
H -5.416935 4.682882 1.109647 0.00 -0.02 -0.02
H -3.998792 5.731060 0.956980 0.03 -0.01 0.00
H -3.992943 4.386255 2.116595 -0.01 -0.03 0.00
H 0.113111 1.439034 2.885459 0.01 0.06 -0.01
H -0.460888 0.502378 5.076974 0.00 0.01 -0.01
H -2.832478 0.272925 5.744524 -0.01 0.01 0.00
H -4.622825 0.954077 4.180561 0.00 -0.03 -0.02
H -4.054207 1.782130 1.938389 -0.04 0.01 0.06
H 1.457668 2.938867 -0.515606 0.27 0.19 0.04
H 2.947139 4.872653 -0.384718 -0.01 -0.03 -0.02
H 2.203216 6.944316 0.736325 0.00 0.00 0.01
H -0.030500 7.036954 1.795117 0.01 -0.01 0.01
H -1.508453 5.070655 1.746882 0.04 0.07 0.03
```
Positions in Å, forces in eV/Å.



[2]
Computed, not measured: 6 unconnected molecules or ions with the total composition C3H15O8 in a non-equilibrium geometry, with ωB97M-V with the def2-TZVPD basis set.

For the energy above the lowest of the compared OMol25 structures with the same formula, charge and spin, the calculation gives 0.000 eV. As for the charge: -1. For the HOMO energy, the calculation gives -5.42 eV. The molar mass is 179.145 g mol⁻¹.

XYZ file:
```
26
Properties=species:S:1:pos:R:3:forces:R:3
O -2.803520 1.204913 1.654144 0.28 0.20 -0.62
C -1.583055 1.132050 1.416616 -0.34 0.02 0.43
O -0.744268 0.621007 2.210922 0.75 -0.11 0.27
C -1.037739 1.497599 0.015526 -0.69 0.04 0.58
C 0.296252 2.224323 -0.139678 -0.53 -1.69 -0.85
O 0.926654 1.719076 -1.330631 1.34 0.23 -0.66
H -1.839592 1.978623 -0.552860 0.17 0.18 0.05
H -0.935840 0.507457 -0.416084 0.40 0.10 -0.14
H 0.127704 3.297254 -0.207279 0.41 0.15 0.26
H 1.067387 1.883049 0.565210 -0.75 0.89 0.49
H 0.427880 1.630005 -2.146018 -0.91 0.41 0.45
H 0.912971 0.095703 2.115562 -0.19 -0.17 -0.21
H 1.831948 0.114125 0.900796 0.07 -0.23 0.73
O 1.756086 -0.312407 1.781038 0.06 0.52 -0.78
H 2.277955 -1.242055 -1.480089 -0.40 0.13 0.08
H 1.784530 0.065564 -2.246652 0.18 -0.47 0.71
O 2.325149 -0.734638 -2.301795 0.35 0.06 -0.71
H -1.622421 -1.783455 -2.344799 0.06 0.31 0.46
H -1.851564 -1.053147 -0.987513 -0.17 -0.42 0.32
O -1.382467 -1.000911 -1.824604 0.05 -0.23 -0.85
H -2.216574 -1.218813 1.725222 -1.22 0.01 -0.31
H -0.947407 -1.605897 1.527768 1.01 -0.45 -0.47
O -1.795535 -1.901371 1.175793 0.13 0.64 0.67
H 1.077715 -2.818528 0.067965 0.22 -0.01 -0.18
H 1.947914 -1.774660 0.727831 0.08 -0.40 0.12
O 1.999839 -2.524867 0.093607 -0.35 0.30 0.15
```
Positions in Å, forces in eV/Å.



[3]
Computed, not measured: 3 unconnected molecules or ions with the total composition C2H5FNO in a non-equilibrium geometry, with ωB97M-V with the def2-TZVPD basis set.

For the energy above the lowest of the compared OMol25 structures with the same formula, charge and spin, the calculation gives 0.736 eV. As for the charge: -1. For the HOMO energy, the calculation gives -4.72 eV. The molar mass is 78.066 g mol⁻¹.

XYZ file:
```
10
Properties=species:S:1:pos:R:3:forces:R:3
C -1.496272 -0.723365 0.079600 -1.90 -2.58 -1.45
C -0.115847 -0.393172 0.091403 0.88 0.63 1.02
N 0.988730 -0.053673 0.164739 -0.63 -0.35 -0.17
O 3.672218 0.783752 0.053652 0.06 1.58 -1.43
F -3.477750 0.993563 0.056065 0.16 -0.17 0.10
H -2.336422 0.110938 0.189387 0.18 0.48 0.01
H -1.816548 -1.615768 0.789443 1.07 1.73 -1.47
H -1.682454 -1.039012 -1.037599 0.07 0.22 2.04
H 3.484088 1.466823 -0.661884 0.37 -1.41 1.47
H 2.780260 0.469917 0.275195 -0.25 -0.13 -0.11
```
Positions in Å, forces in eV/Å.



> Look up the charge of the third one.

-1



> What is the energy above the lowest of the compared OMol25 structures with the same formula, charge and spin in the second record?

0.000 eV